The following is a quantum chemistry calculation of the ion C5H12NO with charge +1, from the Open Molecules 2025 dataset.

Results
* energy above the lowest of the compared OMol25 structures with the same formula, charge and spin: 45.3 kcal per mole
* SMILES: C=C([NH3+])CCCO
* E_HOMO: -13.57 eV
* 2S+1: 1
* orbital gap: 0.35951 Eh
* charge: +1
* molar mass: 102.2 g/mol

Each line ends with the Mulliken charge.
Element x y z (Å)
C (1.424, -2.051, -1.054)  -1.058
C (1.236, -0.751, -0.604)  0.509
N (2.438, 0.135, -0.147)  -0.267
C (-0.150, -0.166, -0.437)  -0.545
C (-0.389, 1.085, 0.454)  -0.509
C (-1.941, 1.331, 0.554)  -0.655
O (-2.552, 0.101, 0.997)  -0.511
H (0.621, -2.795, -0.963)  0.301
H (2.396, -2.473, -1.234)  0.294
H (2.513, 0.274, 0.844)  0.355
H (2.487, 1.090, -0.583)  0.389
H (3.286, -0.302, -0.422)  0.390
H (-0.833, -1.047, -0.189)  0.363
H (-0.510, 0.203, -1.382)  0.279
H (-0.033, 0.844, 1.446)  0.338
H (0.254, 1.843, -0.094)  0.313
H (-2.371, 1.455, -0.509)  0.240
H (-2.212, 2.144, 1.150)  0.464
H (-3.327, 0.324, 1.516)  0.311

***

The following is a quantum chemistry calculation of a cluster of 2 separate species, C5H12NO in total, from the Open Molecules 2025 dataset.

Results
* energy above the lowest of the compared OMol25 structures with the same formula, charge and spin: 87.5 kcal per mole
* E_HOMO (spin up / spin down): -17.98 / -17.98 eV
* 2S+1: 2
* orbital gap (spin up / spin down): 0.24338 / 0.17047 Eh
* charge: +2
* molar mass: 102.2 g/mol

Each line ends with the Mulliken charge.
Element x y z (Å)
C (-1.193, 1.558, 0.718)  -1.064
C (-1.291, 0.054, 0.331)  -0.362
C (-0.198, -0.797, 1.026)  0.512
C (-0.195, -1.237, 2.386)  -0.541
C (1.564, -0.908, -0.749)  -0.074
N (1.108, -0.744, 0.417)  0.035
H (-1.115, 1.740, 1.846)  0.351
H (-1.995, 2.150, 0.243)  0.358
H (-0.302, 2.144, 0.491)  0.352
H (-1.447, -0.198, -0.762)  0.369
H (-2.294, -0.434, 0.534)  0.351
H (-0.988, -0.731, 3.014)  0.309
H (0.253, -2.123, 2.777)  0.404
H (2.653, -0.996, -0.933)  0.352
H (0.798, -1.205, -1.630)  0.256
H (1.853, -0.799, 1.130)  0.360
H (0.144, 0.958, -3.964)  0.330
H (0.029, 2.266, -3.163)  0.331
O (0.316, 1.302, -3.097)  -0.628

***

The following is a quantum chemistry calculation of a cluster of 2 separate species, C5H12NO2 in total, from the Open Molecules 2025 dataset.

Results
* energy above the lowest of the compared OMol25 structures with the same formula, charge and spin: 107.9 kcal per mole
* E_HOMO: -2.47 eV
* 2S+1: 1
* orbital gap: 0.22324 Eh
* charge: -1
* molar mass: 118.2 g/mol

Each line ends with the Mulliken charge.
Element x y z (Å)
C (0.988, -1.323, -0.444)  -0.686
O (0.099, -2.150, 0.094)  -0.852
C (0.450, 0.135, -0.733)  -0.323
C (-0.138, 0.650, 0.556)  -0.367
C (-0.442, 2.138, 0.219)  -0.480
C (-2.790, 2.599, 0.582)  -0.299
N (-1.657, 2.416, 1.062)  -0.500
H (1.802, -1.290, 0.335)  0.210
H (1.348, -1.772, -1.453)  0.185
H (-0.432, 0.023, -1.464)  0.248
H (1.158, 0.805, -1.326)  0.273
H (0.682, 0.399, 1.372)  0.135
H (-0.970, 0.127, 0.953)  0.223
H (-0.648, 2.290, -0.934)  0.287
H (0.152, 2.957, 0.375)  0.451
H (-3.705, 2.767, 1.182)  0.231
H (-2.983, 2.667, -0.446)  0.277
H (2.224, -5.060, 0.555)  0.298
H (2.259, -3.722, -0.266)  0.407
O (2.602, -4.656, -0.218)  -0.719

***

The following is a quantum chemistry calculation of the ion C5H12NO2 with charge -1, from the Open Molecules 2025 dataset.

Results
* energy above the lowest of the compared OMol25 structures with the same formula, charge and spin: 130.3 kcal per mole
* SMILES: N[C@@H](C[O-])CCCO
* E_HOMO: -1.92 eV
* 2S+1: 1
* orbital gap: 0.20150 Eh
* charge: -1
* molar mass: 118.2 g/mol

Each line ends with the Mulliken charge.
Element x y z (Å)
N (0.464, 0.408, -2.354)  -0.641
C (0.731, -0.512, -1.271)  -0.251
C (2.334, -0.542, -0.977)  -0.581
O (2.524, -0.319, 0.309)  -0.885
C (0.187, -0.053, 0.248)  -1.098
C (-1.231, 0.443, 0.378)  -0.262
C (-1.651, 0.461, 1.849)  -0.453
O (-2.493, -0.807, 1.970)  -0.526
H (-0.402, 0.417, -2.665)  0.227
H (0.829, 1.345, -2.168)  0.211
H (0.288, -1.466, -1.337)  0.444
H (2.979, -1.376, -1.165)  0.351
H (2.599, 0.333, -1.531)  0.146
H (0.390, -0.756, 1.076)  0.506
H (0.917, 0.685, 0.615)  0.474
H (-1.166, 1.441, -0.177)  0.185
H (-1.958, -0.258, -0.117)  0.231
H (-0.558, 0.374, 2.399)  0.385
H (-2.357, 1.256, 2.057)  0.277
H (-2.427, -1.072, 2.861)  0.257